{"formula": "C29H24BrN11O6S2SeV", "method": "ωB97M-V with the def2-TZVPD basis set", "spin_multiplicity": 4, "orbital_gap_ev": [3.95, 6.06], "relative_energy_kcal_mol": 14.5, "lumo_energy_ev": [3.8, 3.8], "s_squared": 3.79, "total_charge": -2, "species": ["C", "C", "N", "H", "H", "H", "C", "Se", "C", "C", "O", "H", "H", "C", "H", "H", "H", "V", "C", "C", "C", "H", "O", "C", "C", "H", "O", "C", "C", "H", "O", "N", "C", "H", "C", "H", "C", "C", "N", "H", "H", "H", "C", "H", "N", "H", "C", "C", "C", "S", "S", "O", "N", "N", "C", "C", "Br", "C", "H", "O", "H", "C", "H", "H", "C", "N", "C", "H", "C", "H", "N", "N", "N", "C", "N"], "coordinates": [[-5.0512, 2.9467, -0.7890], [-2.9449, 1.0870, -0.3017], [-1.5862, 1.4220, 2.1044], [0.4390, 1.6158, -4.5516], [-3.4963, 0.2619, -2.1942], [-2.0688, -2.1818, -0.6265], [-0.0393, 2.8666, -2.8689], [-2.5159, -1.5418, 3.7797], [-2.5815, 2.1910, 1.9083], [-0.4383, 1.8595, 4.1235], [1.4269, -2.7930, -0.3754], [0.6579, 2.8521, 1.8756], [-0.2237, 3.7706, -3.4310], [3.8995, 0.9317, 1.5967], [-2.9243, 2.8636, 2.6876], [4.9479, 2.7463, 2.0544], [0.7864, 0.3697, 4.7643], [-0.6237, -0.1244, 1.3073], [3.9855, 2.2756, 1.9043], [3.4294, -1.5693, -4.5811], [3.5134, -1.0444, -1.8665], [5.4945, -0.5882, -5.7776], [-1.9885, 0.2345, -0.1704], [4.5885, -1.0376, -4.0208], [-3.2732, 2.1095, 0.6403], [6.3268, -0.0880, -4.4407], [-0.0711, -2.4372, -2.3032], [2.3191, -1.8188, -3.7909], [2.3581, -1.5534, -2.4343], [-4.5355, 3.7594, 1.1238], [1.5158, -3.0992, 3.3098], [0.3816, 1.2690, 5.0167], [-3.7371, -4.9473, 0.4575], [5.5235, -0.3812, -2.1989], [0.3608, 0.5810, -1.4707], [3.3972, -1.7766, -5.6460], [-2.6587, -2.5431, 1.4158], [-4.7458, 1.9438, -1.7179], [-2.1932, -1.4053, 1.9863], [-0.3838, 3.7045, -0.9066], [2.8088, 4.0388, 2.2653], [2.5571, -0.7185, 1.1822], [-0.1342, 2.8158, -1.4827], [1.3996, -2.1983, -4.2160], [0.5111, 0.5487, -2.8082], [-4.3361, -5.3425, 2.4901], [-3.7341, 1.0434, -1.4825], [-4.3139, 3.0052, 0.3744], [1.6030, 2.3280, 1.8026], [0.9384, -1.9253, -1.4106], [-0.8455, 3.5038, 4.3132], [1.7231, -1.0174, 3.8150], [1.5401, 1.0319, 1.5203], [5.7310, -0.8083, -4.8215], [2.8042, 2.9866, 2.0146], [-3.3102, -3.4621, 2.3187], [5.4754, -0.1041, 1.4061], [-2.5608, -2.8661, 0.0500], [-2.9879, -4.3033, -1.4611], [0.5084, -1.6379, 2.1128], [-5.3173, 1.8689, -2.6371], [-3.8504, -4.6599, 1.8025], [3.5483, -0.8454, -0.8055], [-5.8519, 3.6517, -0.9748], [0.3123, 1.6759, -3.4727], [1.2594, -1.9273, 3.1022], [4.6233, -0.7817, -2.6534], [0.8030, 1.8611, 5.7065], [2.6642, 0.3325, 1.4214], [-4.1419, -5.8763, 0.0698], [0.5092, -0.5308, -0.7022], [0.0791, 1.7214, -0.7881], [-0.8356, 1.0359, 3.1476], [-3.0908, -4.0555, -0.4111], [-3.3595, -3.1205, 3.6198]]}